# 1
{
  "formula": "C17H21AsN5S6W",
  "method": "ωB97M-V/def2-TZVPD",
  "e_homo_ev": [-10.213, -10.205],
  "e_above_lowest_ev": 1.018,
  "orbital_gap_ev": [6.190, 6.184],
  "charge": 1,
  "elements": ["W", "N", "C", "C", "C", "C", "C", "C", "S", "N", "C", "C", "C", "C", "C", "C", "N", "H", "H", "H", "H", "H", "H", "H", "H", "H", "S", "As", "S", "S", "S", "C", "C", "N", "C", "S", "N", "C", "C", "H", "H", "H", "H", "H", "H", "H", "H", "H", "H", "H", "H"],
  "coordinates": [[-1.4851, -0.7547, -1.8675], [2.3631, 1.1248, -1.9696], [3.4315, 0.1802, -1.9914], [4.6769, 0.5664, -2.4455], [5.7120, -0.3596, -2.4683], [5.4857, -1.6641, -2.0622], [4.2216, -2.0510, -1.6354], [3.1946, -1.1218, -1.5817], [1.6154, -1.6062, -0.9579], [0.6261, -0.3991, -1.6727], [1.0671, 0.7677, -1.9896], [0.0393, 1.7912, -2.4257], [0.3504, 3.0808, -2.7818], [-0.6786, 3.9402, -3.1754], [-1.9700, 3.4672, -3.2139], [-2.2110, 2.1465, -2.8458], [-1.2286, 1.3430, -2.4541], [2.6007, 2.0522, -2.2742], [4.8437, 1.5835, -2.7808], [6.6902, -0.0579, -2.8162], [6.2892, -2.3872, -2.0827], [4.0355, -3.0744, -1.3339], [1.3672, 3.4449, -2.7639], [-0.4541, 4.9618, -3.4507], [-2.7957, 4.0917, -3.5229], [-3.2003, 1.7116, -2.8659], [-4.2238, -4.2227, -2.2443], [-3.1323, -2.5884, -1.8723], [-3.8881, -0.5704, -1.5300], [-1.1614, -1.3907, -3.9040], [-1.4882, -2.6480, -0.3749], [0.4062, -1.8232, 4.2187], [-0.7968, -1.9718, 3.2994], [-0.7715, -1.0366, 2.1734], [-1.4112, 0.0990, 1.9430], [-1.3246, 0.8408, 0.3752], [-2.1193, 0.7813, 2.8451], [-2.2876, 0.6196, 4.2931], [-3.6143, -0.0241, 4.6622], [0.2942, -2.4684, 5.0905], [0.5262, -0.7961, 4.5642], [1.3234, -2.1103, 3.7039], [-1.7356, -1.8659, 3.8322], [-0.8062, -2.9676, 2.8550], [-0.2357, -1.3431, 1.3754], [-2.5987, 1.5680, 2.4357], [-2.2307, 1.6215, 4.7187], [-1.4444, 0.0678, 4.6918], [-4.4442, 0.5158, 4.2056], [-3.7516, -0.0035, 5.7434], [-3.6706, -1.0607, 4.3286]],
  "forces_ev_per_angstrom": [[0.2, -0.6, -1.6], [0.2, 0.0, 0.1], [-0.3, 0.2, 0.1], [0.1, -0.1, 0.0], [0.0, 0.0, 0.0], [0.0, 0.0, 0.0], [0.0, 0.0, 0.0], [0.2, -0.1, 0.0], [0.1, 0.1, -0.1], [0.3, -0.2, 0.3], [-0.4, 0.5, -0.2], [0.5, -0.5, 0.2], [-0.1, 0.3, -0.1], [0.3, -0.1, 0.1], [-0.2, -0.2, 0.0], [0.1, 0.3, -0.1], [-0.2, 0.0, 0.1], [0.0, 0.0, 0.0], [0.0, 0.0, 0.0], [0.0, 0.0, 0.0], [0.0, 0.0, 0.0], [0.0, 0.0, 0.0], [0.0, 0.0, 0.0], [0.0, 0.0, 0.0], [0.0, 0.0, 0.0], [0.0, 0.0, 0.0], [-0.2, -0.5, -0.7], [-0.1, 0.8, 1.8], [-0.2, -0.2, 0.0], [0.1, 0.3, 0.5], [-0.2, -0.3, -0.3], [0.0, 0.0, 0.0], [0.0, 0.0, 0.0], [0.2, 0.2, 0.0], [-0.2, 0.0, 0.1], [0.1, 0.2, -0.1], [0.0, -0.1, -0.1], [0.0, 0.0, -0.1], [0.0, 0.0, 0.0], [0.0, 0.0, 0.0], [0.0, 0.0, 0.0], [0.0, 0.0, 0.0], [-0.1, 0.0, 0.0], [0.0, 0.0, 0.0], [0.0, 0.0, 0.0], [0.0, 0.0, 0.0], [0.0, 0.0, 0.0], [0.1, 0.0, 0.0], [0.0, 0.0, 0.0], [0.0, 0.0, 0.0], [0.0, 0.0, 0.0]],
  "nbo_charge": [0.359, -0.575, 0.201, -0.234, -0.183, -0.195, -0.177, -0.261, 0.523, -0.683, 0.481, 0.170, -0.203, -0.117, -0.214, 0.111, -0.469, 0.412, 0.219, 0.233, 0.234, 0.233, 0.224, 0.245, 0.251, 0.244, -0.367, 1.007, -0.359, -0.069, -0.413, -0.620, -0.226, -0.567, 0.402, -0.242, -0.565, -0.224, -0.617, 0.231, 0.209, 0.220, 0.208, 0.225, 0.425, 0.422, 0.217, 0.208, 0.221, 0.231, 0.210]
}



# 2
{
  "formula": "C6H15NS",
  "method": "ωB97M-V/def2-TZVPD",
  "e_homo_ev": -8.451,
  "e_above_lowest_ev": 2.231,
  "orbital_gap_ev": 9.393,
  "charge": 0,
  "smiles": "CCN(C)CCCS",
  "elements": ["C", "C", "N", "C", "C", "C", "C", "S", "H", "H", "H", "H", "H", "H", "H", "H", "H", "H", "H", "H", "H", "H", "H"],
  "coordinates": [[1.8474, 1.8103, 2.7415], [1.6813, 1.6430, 1.1383], [1.3325, 0.3112, 0.7001], [2.4155, -0.5554, 0.3230], [0.3093, 0.3622, -0.4161], [-1.1755, -0.0726, 0.0630], [-2.0613, -0.0152, -1.1725], [-2.3319, -1.8069, -1.6928], [2.6767, 1.2026, 3.2237], [2.0156, 2.9395, 2.9297], [0.9550, 1.7250, 3.2197], [2.6422, 1.9385, 0.6610], [0.9710, 2.5241, 1.0177], [2.1252, -1.5785, 0.4807], [2.7747, -0.3839, -0.7053], [3.3925, -0.3756, 0.8614], [0.5623, -0.1638, -1.3323], [0.2701, 1.4577, -0.7775], [-1.1214, -1.1475, 0.5679], [-1.4706, 0.5364, 0.8763], [-3.1192, 0.3584, -0.7408], [-1.7651, 0.6395, -2.0225], [-1.0273, -1.9748, -2.1383]],
  "forces_ev_per_angstrom": [[3.5, 1.6, -2.0], [1.1, 1.6, 2.5], [-2.1, 0.4, -1.4], [2.1, 0.7, 0.2], [-1.2, 1.7, 1.5], [3.4, -1.6, -0.5], [-3.1, -0.6, 1.6], [0.9, 1.0, -0.8], [-1.1, 0.7, -0.6], [0.5, -1.6, -0.4], [-2.7, -1.2, 1.3], [-0.4, 0.2, 0.2], [0.3, -1.7, -0.9], [0.0, -0.5, -0.2], [-0.5, -0.2, -0.2], [-1.3, -0.1, 0.2], [0.4, -0.6, 0.2], [-0.2, -1.5, 0.5], [-0.1, 2.1, -1.4], [-0.4, 1.1, 0.6], [2.1, -0.9, -1.6], [0.0, -0.6, 0.8], [-1.1, 0.0, 0.4]],
  "nbo_charge": [-0.601, -0.217, -0.479, -0.410, -0.209, -0.431, -0.514, -0.067, 0.205, 0.194, 0.199, 0.169, 0.207, 0.206, 0.166, 0.202, 0.188, 0.181, 0.224, 0.208, 0.230, 0.229, 0.121]
}



# 3
{
  "formula": "C3H8S2",
  "method": "ωB97M-V/def2-TZVPD",
  "e_homo_ev": -8.509,
  "e_above_lowest_ev": 0.292,
  "orbital_gap_ev": 9.384,
  "charge": 0,
  "smiles": "CCSSC",
  "elements": ["C", "C", "S", "S", "C", "H", "H", "H", "H", "H", "H", "H", "H"],
  "coordinates": [[-1.9242, 0.9022, -0.7308], [-0.4108, 0.7106, -0.8388], [0.3342, 1.2758, 0.7316], [2.1180, 0.3154, 0.8592], [1.7343, -1.4514, 1.1299], [-2.1623, 1.6658, 0.0129], [-2.3339, -0.0079, -0.2859], [-2.3552, 1.0410, -1.7208], [-0.1202, -0.3267, -0.9413], [0.0839, 1.1498, -1.7072], [0.8160, -1.4435, 1.7000], [1.6266, -1.9387, 0.1728], [2.5938, -1.8925, 1.6183]],
  "forces_ev_per_angstrom": [[0.5, -0.8, 0.3], [0.7, -0.1, 0.0], [-0.2, -0.2, 0.0], [0.6, 0.1, -0.2], [-0.1, 0.9, -0.4], [-0.1, 0.4, -0.6], [-0.1, 0.0, -0.2], [-0.2, 0.3, 0.2], [-0.3, -0.4, 0.2], [-0.3, 0.6, 0.2], [0.0, -0.5, 0.3], [-0.3, -0.2, -0.2], [0.0, 0.0, 0.4]],
  "nbo_charge": [-0.626, -0.529, 0.081, 0.070, -0.742, 0.218, 0.214, 0.222, 0.209, 0.213, 0.229, 0.211, 0.230]
}



# 4
{
  "formula": "C20H25ClN2OSn",
  "method": "ωB97M-V/def2-TZVPD",
  "e_homo_ev": [-13.164, -13.172],
  "e_above_lowest_ev": 0.457,
  "orbital_gap_ev": [4.390, 4.389],
  "charge": 2,
  "elements": ["C", "C", "C", "C", "Cl", "H", "H", "H", "H", "H", "H", "H", "H", "H", "C", "C", "C", "H", "C", "C", "H", "H", "H", "H", "C", "C", "C", "H", "C", "C", "H", "H", "H", "H", "Sn", "N", "C", "O", "C", "C", "C", "C", "N", "C", "H", "H", "H", "H", "H", "H"],
  "coordinates": [[6.1550, -4.0081, -2.6385], [5.2393, -4.8518, -3.4159], [6.7330, -2.8026, -3.2441], [6.4882, -4.3617, -1.2533], [2.1787, -1.6253, -0.7574], [7.6924, -2.9936, -3.7528], [6.9341, -2.0328, -2.4850], [6.0610, -2.3750, -4.0022], [5.7581, -5.6426, -3.9845], [4.6803, -4.2597, -4.1564], [4.5146, -5.3658, -2.7661], [7.3817, -5.0043, -1.1747], [5.6683, -4.9139, -0.7694], [6.7025, -3.4651, -0.6524], [-1.8300, 1.1361, -2.0479], [-0.5523, 1.7412, -2.2149], [0.3941, 0.7321, -2.4881], [-0.3555, 2.8142, -2.1918], [-0.3105, -0.5330, -2.5372], [-1.7041, -0.2557, -2.2533], [-2.5128, -0.9869, -2.2412], [-2.7604, 1.6741, -1.8681], [1.4598, 0.8693, -2.6849], [0.0942, -1.4762, -2.9062], [0.4715, 0.2274, 2.7901], [0.1385, 1.5683, 2.4951], [1.1065, 2.0921, 1.5950], [-0.6781, 2.1356, 2.9409], [2.0367, 1.0711, 1.2915], [1.6727, -0.0981, 2.0585], [2.2741, -0.9967, 2.1709], [-0.0584, -0.4310, 3.4783], [1.1537, 3.1221, 1.2439], [2.9036, 1.1510, 0.6378], [0.1223, -0.7902, 0.0018], [-6.3485, -1.9651, 2.8196], [-5.0871, -2.0399, 2.3072], [-4.5129, -3.1162, 2.1622], [-4.4408, -0.7428, 1.9358], [-5.0221, 0.5332, 2.0723], [-4.3070, 1.6563, 1.6779], [-3.0117, 1.4917, 1.1489], [-2.4597, 0.2858, 1.0215], [-3.1433, -0.8019, 1.4011], [-6.8016, -2.8316, 3.0620], [-6.8694, -1.1109, 2.9327], [-6.0242, 0.6378, 2.4829], [-4.7074, 2.6618, 1.7589], [-2.4236, 2.3515, 0.8265], [-2.6270, -1.7593, 1.2677]],
  "forces_ev_per_angstrom": [[0.6, -0.4, -0.3], [-1.0, 0.3, 0.1], [-0.6, 0.8, 0.2], [-0.7, 0.4, 0.7], [1.2, -0.9, -0.4], [-0.1, -0.3, 0.1], [0.1, -0.3, -0.2], [0.3, -0.3, 0.1], [0.3, 0.2, 0.2], [0.3, -0.2, 0.1], [0.4, 0.0, -0.1], [-0.1, 0.1, -0.4], [0.3, 0.0, -0.3], [0.1, -0.3, -0.3], [-0.2, -1.0, -0.6], [0.3, -0.5, -0.2], [0.0, 0.4, 0.5], [0.0, -0.4, 0.1], [0.0, 0.2, 1.0], [-0.7, 1.2, 0.2], [0.3, 0.2, 0.0], [0.3, -0.3, 0.0], [-0.5, -0.1, 0.0], [-0.1, 0.3, 0.1], [-0.8, 1.1, 0.3], [0.3, -0.7, 0.7], [0.4, -0.5, 0.1], [0.2, -0.3, -0.2], [-0.4, 0.3, -0.2], [-0.6, 0.1, -0.9], [-0.2, 0.2, 0.0], [0.3, 0.2, -0.2], [0.0, -0.4, 0.0], [-0.3, 0.0, 0.3], [-0.1, 0.8, -0.3], [0.4, 0.1, -0.2], [-0.6, -1.1, 0.3], [-0.2, 1.2, 0.0], [0.7, 0.8, -0.4], [0.3, -0.6, -0.1], [0.8, 0.0, -0.3], [-1.0, -0.1, 0.4], [0.3, -0.2, -0.1], [-0.2, 0.3, 0.0], [0.0, 0.0, 0.0], [0.1, -0.2, 0.0], [0.2, 0.1, -0.1], [-0.1, -0.2, 0.1], [-0.1, -0.2, 0.1], [-0.5, 0.2, 0.2]],
  "nbo_charge": [0.645, -0.771, -0.770, -0.770, -0.655, 0.336, 0.275, 0.275, 0.337, 0.276, 0.276, 0.337, 0.276, 0.276, -0.243, -0.175, -0.316, 0.246, -0.261, -0.263, 0.255, 0.245, 0.254, 0.264, -0.241, -0.233, -0.159, 0.248, -0.293, -0.203, 0.264, 0.257, 0.248, 0.256, 1.398, -0.797, 0.644, -0.594, -0.158, -0.113, -0.240, 0.047, -0.473, 0.073, 0.424, 0.397, 0.226, 0.246, 0.208, 0.219]
}



# 5
{
  "formula": "C6H11ClCuF4N4O8S4",
  "method": "ωB97M-V/def2-TZVPD",
  "e_homo_ev": -5.646,
  "e_above_lowest_ev": 5.366,
  "orbital_gap_ev": 5.050,
  "charge": -1,
  "elements": ["Cu", "C", "C", "N", "C", "C", "N", "C", "C", "H", "H", "H", "H", "H", "H", "H", "H", "H", "H", "H", "Cl", "N", "S", "O", "O", "F", "S", "O", "O", "F", "N", "S", "O", "O", "F", "S", "O", "O", "F"],
  "coordinates": [[2.9178, 0.2810, -2.9407], [-2.1646, 0.8082, 7.4164], [-2.3026, -0.2457, 6.2163], [-1.4599, 0.2032, 5.1605], [-0.0786, 0.1194, 5.0857], [0.2819, 0.5903, 3.7919], [-0.9190, 0.9276, 3.0754], [-1.9669, 0.5981, 3.9363], [-1.1903, 1.4802, 1.7683], [-2.6210, 0.4981, 8.3564], [-2.5979, 1.7499, 7.0793], [-1.1351, 1.0521, 7.6785], [-3.3115, -0.3099, 5.8088], [-2.1319, -1.2786, 6.5194], [0.5682, -0.0761, 5.9282], [1.1899, 0.6611, 3.2115], [-2.9899, 0.3743, 3.6724], [-0.3012, 1.5802, 1.1457], [-1.7259, 2.4254, 1.6791], [-1.9038, 0.8729, 1.2112], [4.2175, 3.0059, -0.5490], [1.1806, 1.6217, -5.7738], [-0.4714, 2.0554, -6.2349], [-0.9412, 1.5825, -7.5071], [-1.0682, 3.3488, -5.7961], [-1.3298, 1.0422, -5.3033], [1.8908, 2.4571, -6.8749], [1.8883, 3.9288, -6.6863], [1.9092, 1.8846, -8.2041], [3.3916, 2.0412, -6.4181], [2.0980, -3.3333, -2.6470], [2.0511, -4.0171, -3.9691], [0.8548, -3.7459, -4.8028], [2.9257, -5.1800, -4.1123], [3.0198, -2.8878, -4.6720], [0.7821, -3.9343, -1.9193], [0.5518, -5.3491, -2.0627], [-0.3207, -2.9534, -1.8985], [1.2121, -3.8789, -0.3692]],
  "forces_ev_per_angstrom": [[0.1, 0.5, 0.0], [-0.3, -0.6, -0.8], [-0.7, 0.7, 2.4], [0.5, -0.1, -3.6], [0.1, 1.9, -2.9], [-2.2, 0.0, 0.2], [-1.4, -1.7, 4.3], [3.0, -0.3, 0.6], [-0.2, 0.0, -2.1], [-0.3, -0.2, -0.3], [-0.2, -0.1, 0.1], [0.2, -0.4, -0.3], [-0.1, 0.5, 0.2], [0.7, 0.1, 0.0], [-0.2, -0.2, -0.1], [0.3, 0.1, 0.6], [0.0, 0.7, -0.1], [0.1, -0.2, 0.4], [0.5, 0.4, 1.2], [0.3, -0.8, 0.2], [-0.4, -0.7, -0.3], [-4.7, 0.6, 0.0], [-3.9, 0.6, 1.7], [1.5, 0.4, 0.1], [2.6, -2.5, -0.6], [1.4, 0.1, 0.5], [4.6, 2.7, -2.1], [-0.5, -3.1, -0.6], [-0.8, 1.0, 1.0], [-0.3, 0.2, 0.5], [-2.1, 0.3, 5.1], [2.4, -0.2, -9.0], [1.8, -1.9, 2.3], [-2.3, 1.0, 0.4], [0.2, -0.1, 0.1], [-2.7, 1.8, 2.9], [0.0, 1.1, -0.7], [2.0, -2.1, -0.5], [0.6, 0.3, -0.4]],
  "nbo_charge": [0.923, -0.618, -0.218, -0.293, -0.052, -0.001, -0.279, 0.246, -0.447, 0.235, 0.221, 0.220, 0.220, 0.231, 0.260, 0.276, 0.244, 0.270, 0.246, 0.241, -0.936, -1.085, 2.327, -0.889, -0.890, -0.511, 2.392, -0.902, -0.905, -0.531, -1.182, 2.429, -0.886, -0.893, -0.554, 2.426, -0.896, -0.918, -0.519]
}



# 6
{
  "formula": "C2H5ClN2S",
  "method": "ωB97M-V/def2-TZVPD",
  "e_homo_ev": [-8.748, -8.747],
  "e_above_lowest_ev": 2.618,
  "orbital_gap_ev": [7.805, 7.804],
  "charge": 0,
  "elements": ["C", "C", "N", "N", "S", "Cl", "H", "H", "H", "H", "H"],
  "coordinates": [[0.7792, 0.1704, -0.0542], [-0.1555, 1.2471, 0.3933], [0.0234, -0.7478, -0.9863], [-1.1778, -0.9131, -0.5382], [-1.8287, 0.3633, 0.1826], [-0.6520, -2.4618, 1.1381], [1.6149, 0.6729, -0.6859], [1.0031, -0.4449, 0.8142], [0.1221, 1.4935, 1.3267], [-0.2291, 2.2384, -0.3428], [0.5004, -1.6179, -1.2474]],
  "forces_ev_per_angstrom": [[1.2, 0.5, -2.7], [-2.3, 1.3, -5.4], [0.8, 1.2, 0.9], [-0.4, -1.8, -0.8], [0.8, 1.2, 0.9], [-0.1, 0.0, 0.1], [-0.9, -1.3, 1.5], [0.7, -0.1, -0.1], [0.2, 1.2, 3.4], [0.4, -2.6, 2.0], [-0.5, 0.4, 0.1]],
  "nbo_charge": [-0.300, -0.528, -0.326, -0.227, 0.603, -0.581, 0.236, 0.256, 0.226, 0.224, 0.418]
}



# 7
{
  "formula": "C5H14N3",
  "method": "ωB97M-V/def2-TZVPD",
  "e_homo_ev": [-12.783, -12.782],
  "e_above_lowest_ev": 6.489,
  "orbital_gap_ev": [8.663, 8.662],
  "charge": 1,
  "elements": ["C", "C", "C", "C", "C", "N", "N", "N", "H", "H", "H", "H", "H", "H", "H", "H", "H", "H", "H", "H", "H", "H"],
  "coordinates": [[0.5953, -0.6447, 0.6264], [-2.2865, 1.8354, -0.2043], [-0.5796, -2.7057, 0.3248], [2.3419, 0.2822, -0.7637], [-0.7874, 1.8523, 0.1178], [-0.0486, 0.8231, -0.5805], [0.5390, -1.8127, -0.0493], [1.1752, 0.5523, 0.1077], [0.2225, -0.4921, 1.5464], [-2.4268, 1.9849, -1.2138], [-2.6989, 0.7632, 0.1411], [-2.6315, 2.6800, 0.4785], [-1.6432, -2.4763, 0.0328], [-0.4983, -3.7880, -0.0111], [-0.6281, -2.9697, 1.3424], [2.3312, -0.5666, -1.4715], [2.8084, 1.1147, -1.2459], [3.2888, -0.0558, -0.2063], [-0.3364, 2.7492, -0.1790], [-0.7225, 1.7482, 1.2759], [0.6535, -1.9816, -1.0271], [1.3317, 1.1079, 0.9585]],
  "forces_ev_per_angstrom": [[-0.6, -0.2, -5.8], [0.6, -1.6, 4.1], [-1.4, -2.4, -0.6], [3.8, -1.0, 0.6], [-0.7, -1.3, 2.0], [-0.3, -1.9, 1.2], [-1.6, -0.7, 1.9], [1.8, -1.5, -0.6], [-1.5, -0.2, 3.1], [-0.7, 0.5, -2.1], [0.6, 2.6, -0.8], [-0.4, -1.2, -1.3], [1.3, 0.8, -0.1], [0.8, 1.5, -0.6], [0.3, 0.7, 1.8], [-1.4, 0.7, 0.3], [-0.9, 1.1, -0.5], [-1.7, 0.4, 0.4], [0.5, 1.9, -0.2], [0.2, 0.2, -1.6], [0.9, 1.1, -0.6], [0.6, 0.7, -0.7]],
  "nbo_charge": [0.344, -0.587, -0.469, -0.471, -0.267, -0.324, -0.549, -0.264, 0.219, 0.223, 0.208, 0.235, 0.229, 0.248, 0.228, 0.252, 0.261, 0.248, 0.201, 0.159, 0.439, 0.436]
}



Q: Among the records above, which one has the highest charge?
A: C20H25ClN2OSn